11
Properties=species:S:1:pos:R:3:forces:R:3 method="wB97M-V/def2-TZVPD" de_lowest_kj_mol=567.9 energy_ha=-268.1889 mol_weight_g_mol=74.1 lumo_ha=0.0235 orbital_gap_ev=8.7
O -1.13959 -0.68045 -1.52623 -0.1 0.1 -0.1
C 0.36425 -1.01223 -0.44916 0.0 0.1 0.2
C -0.05548 0.06872 0.36301 0.3 -0.2 0.0
C 0.35514 0.96526 1.42391 0.0 0.0 0.5
O 0.44683 1.38282 0.06890 0.1 0.2 -0.1
H -0.84154 0.13655 -1.97150 -0.1 -0.4 -0.2
H 0.13691 -2.03076 -0.13988 0.1 0.3 0.0
H 1.10644 -0.92965 -1.24431 -0.2 0.1 0.1
H -1.24978 -0.22413 -0.45738 -0.1 -0.1 -0.4
H 1.31573 0.88459 1.93050 -0.1 -0.1 0.0
H -0.43892 1.43927 2.00214 0.2 0.0 0.0